Density functional theory data (wB97M-V/def2-TZVPD) for a molecular structure, C41H42BrF4GdN3O5P2STe in a non-equilibrium geometry.

CARTESIAN COORDINATES (ANGSTROEM)
1 Gd 0.449 -0.548 -0.178
2 F -4.384 -4.267 2.344
3 C -3.186 -3.669 2.599
4 C -3.129 -2.605 3.483
5 F -4.326 -2.101 3.913
6 C -1.923 -2.028 3.809
7 F -1.935 -0.990 4.700
8 C -0.783 -2.385 3.050
9 P 0.849 -1.587 2.927
10 C 0.950 -0.598 4.398
11 C 0.882 0.786 4.270
12 C 0.984 1.576 5.413
13 C 1.177 0.977 6.647
14 C 1.154 -0.425 6.781
15 C 1.089 -1.232 5.658
16 C 2.126 -2.884 3.190
17 C 3.401 -2.512 2.718
18 C 4.435 -3.429 2.852
19 C 4.245 -4.626 3.513
20 C 2.988 -5.000 3.998
21 C 1.907 -4.138 3.799
22 C -0.919 -3.401 2.086
23 Br 0.475 -3.680 0.796
24 C -2.086 -4.081 1.833
25 F -2.173 -4.954 0.804
26 H 0.783 1.229 3.298
27 H 1.011 2.652 5.246
28 H 1.332 1.623 7.511
29 H 1.281 -0.908 7.753
30 H 1.091 -2.358 5.706
31 H 3.520 -1.566 2.175
32 H 5.409 -3.201 2.451
33 H 5.080 -5.284 3.592
34 H 2.813 -5.967 4.450
35 H 0.885 -4.448 4.056
36 C 0.697 5.878 -0.767
37 C 1.534 4.981 -1.679
38 C 1.787 5.378 -2.990
39 C 2.295 4.487 -3.913
40 C 2.605 3.212 -3.519
41 C 2.222 2.706 -2.258
42 N 2.324 1.323 -1.984
43 C 2.580 0.365 -2.978
44 C 2.056 0.465 -4.251
45 C 2.494 -0.457 -5.210
46 C 3.489 -1.384 -4.920
47 C 4.050 -1.448 -3.671
48 C 3.527 -0.657 -2.642
49 C 3.743 -0.871 -1.134
50 O 4.785 -1.059 -0.534
51 O 2.507 -0.835 -0.489
52 C 1.841 3.652 -1.284
53 C 1.839 3.289 0.215
54 H 0.090 6.551 -1.383
55 H 1.233 6.539 -0.045
56 H 0.005 5.235 -0.224
57 H 1.463 6.378 -3.293
58 H 2.521 4.814 -4.935
59 H 3.197 2.558 -4.127
60 H 2.633 1.083 -1.048
61 H 1.394 1.277 -4.573
62 H 1.974 -0.518 -6.171
63 H 3.757 -2.105 -5.713
64 H 4.901 -2.060 -3.416
65 H 0.916 2.761 0.534
66 H 1.890 4.223 0.773
67 H 2.723 2.689 0.536
68 S -1.370 1.062 1.196
69 C -2.427 2.395 0.901
70 N -2.790 3.219 1.930
71 C -3.694 4.355 1.738
72 C -4.670 4.090 0.576
73 C -3.923 3.621 -0.651
74 N -2.955 2.575 -0.294
75 H -2.291 3.079 2.813
76 H -3.111 5.278 1.443
77 H -4.240 4.589 2.664
78 H -5.271 5.025 0.357
79 H -5.368 3.301 0.933
80 H -3.478 4.486 -1.189
81 H -4.594 3.222 -1.412
82 H -2.597 1.933 -1.028
83 C -5.471 -2.409 -1.695
84 C -4.563 -1.847 -2.717
85 O -3.239 -1.686 -2.127
86 P -1.799 -1.286 -2.670
87 O -0.811 -1.713 -1.570
88 Te -1.369 1.135 -3.208
89 O -1.414 -2.025 -4.004
90 C -0.698 -3.334 -4.236
91 C -0.291 -3.279 -5.691
92 H -6.467 -2.584 -2.059
93 H -5.547 -1.697 -0.852
94 H -5.054 -3.360 -1.344
95 H -4.878 -0.847 -3.053
96 H -4.377 -2.452 -3.631
97 H -1.437 -4.103 -4.014
98 H 0.171 -3.369 -3.550
99 H -1.149 -3.262 -6.378
100 H 0.316 -4.159 -5.871
101 H 0.309 -2.373 -5.856

Results
⟨S²⟩ = 16.11
Charge = +1
Multiplicity = 8
Lowest unoccupied orbital energy (alpha / beta) = -0.083 / -0.211 Ha
E_tot = -7216.00832 a.u.
Energy relative to the best compared isomer or geometry (same formula, charge and spin) = 0.0 kcal/mol
Largest force on an atom = 0.0487 hartree/bohr